Formula: C27H26BrCrNO6PS
Source: the Open Molecules 2025 dataset
Level of theory: the ωB97M-V functional and the def2-TZVPD basis

Computed properties:
**DFT total energy**: -5908.7440 Eh
**HOMO-LUMO gap (spin up / spin down)**: 7.48 / 7.80 eV
**HOMO (spin up / spin down)**: -7.948 / -7.967 eV
**⟨S²⟩**: 0.7663

The geometry in ORCA input format:
```
! RIJCOSX wB97M-V def2-TZVPD def2/J DEFGRID3
* xyz 0 2
Br -2.95 -0.70 -0.71
Cr -0.75 0.10 0.28
S 0.97 -3.45 -1.67
P -1.05 -1.72 2.03
O 4.55 0.42 2.98
O 2.57 -0.85 -1.73
O 0.42 -0.70 -1.09
O -0.43 2.07 3.77
O -1.24 1.24 1.83
O -0.25 -3.79 -0.86
N 1.00 0.52 1.02
C 2.08 0.03 0.42
C 2.24 1.09 2.93
C 1.70 -5.04 -2.09
C -0.47 3.92 -1.75
C -4.34 1.81 -3.72
C -0.30 1.53 2.69
C 0.40 -3.05 -3.31
C 1.30 -3.19 2.08
C -2.09 -1.18 3.43
C -4.21 0.72 -2.83
C 0.89 -1.92 4.09
C -3.18 0.74 -1.96
C 1.72 -0.56 -0.93
C -2.21 1.76 -1.86
C -1.89 -3.28 1.58
C 0.49 -2.32 2.82
C 2.07 -2.41 4.63
C -1.49 3.95 -2.65
C -2.39 2.87 -2.74
C 2.48 -3.68 2.63
C 3.30 0.01 1.04
C 2.86 -3.30 3.91
C -3.46 2.85 -3.67
C 1.07 1.07 2.22
C -0.29 2.80 -0.90
C -1.13 1.71 -0.94
C 3.37 0.52 2.34
H 0.99 -3.48 1.08
H -0.26 -2.19 -3.20
H -3.03 -0.83 3.02
H 1.26 -2.78 -3.92
H -0.14 -3.90 -3.72
H 3.77 -3.69 4.35
H -2.26 -2.02 4.10
H 4.17 -0.41 0.55
H 1.93 -5.53 -1.15
H 2.26 1.53 3.92
H -1.43 -3.71 0.69
H -3.57 3.69 -4.34
H -1.64 -0.35 3.97
H -5.15 1.81 -4.44
H 0.22 4.76 -1.68
H -1.83 -3.98 2.41
H -2.94 -3.05 1.37
H -4.92 -0.10 -2.84
H 3.10 -4.36 2.06
H 2.61 -4.87 -2.66
H 0.29 -1.23 4.67
H -1.62 4.80 -3.32
H 0.54 2.82 -0.20
H 4.47 0.77 3.88
H 2.37 -2.10 5.63
H 0.98 -5.64 -2.66
*
```


Formula: C27H26Cl2FMnN4O4S3
Source: the Open Molecules 2025 dataset
Level of theory: the ωB97M-V functional and the def2-TZVPD basis

Computed properties:
**DFT total energy**: -4930.4508 Eh
**HOMO-LUMO gap (spin up / spin down)**: 6.31 / 6.91 eV
**HOMO (spin up / spin down)**: -3.875 / -4.481 eV
**⟨S²⟩**: 8.7558

The geometry in ORCA input format:
```
! RIJCOSX wB97M-V def2-TZVPD def2/J DEFGRID3
* xyz -1 6
Mn -0.46 1.15 0.01
Cl 1.59 0.64 1.64
Cl 2.65 -3.00 -2.29
S 0.69 5.45 0.17
S 1.93 3.19 -1.96
S 0.72 -0.73 -1.22
F -7.10 -0.87 0.74
O -0.84 -2.33 2.18
O -1.48 -0.33 1.45
O 1.53 2.59 -3.20
O 2.27 4.60 -1.92
N 6.48 -0.06 0.04
N -0.17 3.23 1.15
N -2.98 -3.56 1.27
N 0.84 2.86 -0.85
C 2.98 -2.22 -0.76
C -4.13 1.23 0.83
C 5.43 0.73 -0.44
C -2.30 -2.53 -0.75
C 4.75 0.36 -1.60
C 5.07 1.90 0.21
C -3.62 1.12 -0.48
C 2.52 -0.65 0.92
C 3.70 1.12 -2.07
C 3.62 -1.06 1.64
C -0.63 4.23 1.96
C -3.15 -4.53 0.16
C 2.11 -1.21 -0.31
C 4.09 -2.66 -0.06
C 4.42 -2.09 1.15
C -5.96 -0.22 0.34
C 3.34 2.28 -1.40
C 4.03 2.68 -0.27
C 0.51 3.72 0.13
C -2.71 -2.23 0.69
C -0.27 5.48 1.61
C -5.28 0.58 1.24
C -4.36 0.30 -1.35
C -3.23 -3.68 -1.10
C -1.62 -1.53 1.47
C -5.51 -0.37 -0.96
C -2.39 1.79 -0.89
H -4.02 0.20 -2.38
H -3.59 1.84 1.54
H -2.94 -4.21 -2.00
H 5.28 -2.43 1.71
H 6.66 0.05 1.02
H 5.60 2.20 1.11
H -3.59 -1.57 0.70
H -6.07 -0.99 -1.65
H -1.22 3.96 2.83
H -3.81 -3.53 1.85
H -5.66 0.68 2.25
H -2.39 -1.64 -1.38
H 3.85 -0.58 2.58
H 3.74 3.59 0.25
H -2.27 -5.18 0.12
H -2.28 1.84 -1.98
H 5.02 -0.56 -2.11
H -4.02 -5.16 0.33
H 6.40 -1.03 -0.21
H -0.49 6.40 2.13
H -4.25 -3.30 -1.24
H -1.25 -2.85 -0.79
H 4.68 -3.46 -0.48
H 3.13 0.82 -2.94
H -1.26 -3.22 2.10
H -2.35 2.81 -0.49
*
```


Formula: C27H26Co2NO8
Source: the Open Molecules 2025 dataset
Level of theory: the ωB97M-V functional and the def2-TZVPD basis

Computed properties:
**DFT total energy**: -4466.5818 Eh
**HOMO-LUMO gap**: 6.03 eV
**HOMO**: -3.692 eV

The geometry in ORCA input format:
```
! RIJCOSX wB97M-V def2-TZVPD def2/J DEFGRID3
* xyz -1 1
Co -2.49 3.07 -0.97
Co -3.10 1.80 -3.11
O 2.70 -1.93 0.44
O -1.96 3.95 -4.73
O -5.41 3.22 -1.59
O -5.56 0.94 -4.45
O -2.73 5.78 -2.21
O -1.42 -0.17 -4.46
O -2.75 4.13 1.75
O 3.79 -1.53 2.37
N 1.03 -3.71 1.77
C 4.35 -0.42 1.66
C -2.68 -1.58 1.82
C 0.83 -5.17 1.93
C -0.03 -2.80 1.78
C 1.17 3.18 -1.58
C 0.64 4.50 -1.60
C -1.58 -0.96 0.99
C 1.22 5.55 -2.32
C -0.23 -1.62 1.07
C -0.90 2.11 -0.97
C 2.28 -3.33 2.38
C 2.38 5.36 -3.07
C -2.59 4.72 -1.76
C 2.92 4.07 -3.09
C 0.46 2.04 -0.97
C -1.16 -3.34 2.64
C -2.11 0.61 -3.95
C -2.43 3.12 -4.08
C -1.99 1.40 -1.38
C 2.25 -5.75 2.09
C 2.91 -2.20 1.61
C 3.17 -4.59 2.36
C -2.18 -2.31 3.06
C -2.70 3.70 0.69
C -4.59 1.28 -3.95
C -4.25 3.01 -1.66
C 2.34 3.02 -2.38
H -3.21 -2.33 1.22
H 3.56 0.31 1.46
H 2.75 2.01 -2.50
H -2.28 0.43 -0.95
H 3.93 -4.50 1.57
H 0.76 6.54 -2.31
H 0.94 1.11 -0.72
H 2.15 -3.01 3.44
H -0.29 4.74 -1.07
H 0.52 -1.16 0.42
H 5.10 -0.03 2.34
H 0.29 -5.61 1.08
H 4.79 -0.76 0.72
H 0.26 -5.44 2.84
H 3.82 3.90 -3.68
H 3.67 -4.66 3.32
H 2.84 6.18 -3.61
H -1.66 -4.16 2.11
H -0.73 -3.77 3.55
H -3.00 -2.82 3.57
H 2.53 -6.28 1.17
H -1.57 0.13 1.16
H -1.89 -1.03 -0.06
H 2.28 -6.48 2.90
H -1.74 -1.62 3.79
H -3.41 -0.83 2.12
*
```